[1]
C24H27ClFeIO2P2 | wB97M-V/def2-TZVPD

- ⟨S²⟩: 8.7841
- HOMO level (spin up / spin down): -13.96 / -14.44 eV
- F_max: 5.89 eV Å⁻¹
- Energy above the lowest of the compared OMol25 structures with the same formula, charge and spin: 0.000 eV
- Gap between HOMO and LUMO (spin up / spin down): 7.6 / 6.7 eV

ORCA input file:
```
! wB97M-V def2-TZVPD RIJCOSX def2/J DEFGRID3
* xyz 2 6
C 0.94 -1.99 -1.09
C 2.13 -1.08 -1.32
H 1.27 -3.03 -0.92
H 0.34 -2.03 -2.02
H 0.31 -1.66 -0.24
O 3.17 -1.46 -1.83
I 2.04 0.98 -0.83
Fe -2.24 -0.20 1.48
P 0.15 0.65 -2.75
C 1.29 0.84 -4.16
C -1.14 -0.44 -3.40
H -1.56 2.11 -1.92
H -0.74 2.77 -3.41
H 0.05 2.87 -1.79
C -0.60 2.27 -2.44
H -1.98 -0.49 -2.69
H -1.46 0.04 -4.35
H 0.64 0.77 -5.04
H 2.00 0.01 -4.19
H -0.74 -1.45 -3.62
H 1.82 1.80 -4.14
C 2.11 -0.58 1.33
O 3.22 -0.77 1.67
Cl -3.10 0.38 -0.47
C 1.92 2.63 5.79
C 2.69 1.99 4.81
C 2.08 1.09 3.94
C 0.70 0.81 4.00
C -0.04 1.44 5.02
C 0.56 2.34 5.89
P -0.09 -0.34 2.76
C 0.57 -1.99 3.32
C 1.32 -2.82 2.47
C 1.99 -3.94 2.97
C 1.74 -4.34 4.29
C 0.89 -3.59 5.10
C 0.33 -2.39 4.64
C -1.81 -0.47 3.46
C -2.46 -1.71 3.06
C -3.84 -1.86 3.23
C -4.62 -0.73 3.47
C -4.05 0.55 3.47
C -2.66 0.71 3.46
H 2.40 3.33 6.48
H 3.76 2.16 4.72
H 2.73 0.59 3.23
H -1.09 1.20 5.17
H -0.05 2.80 6.67
H 1.39 -2.64 1.39
H 2.70 -4.46 2.33
H 2.24 -5.24 4.66
H 0.68 -3.91 6.12
H -0.29 -1.78 5.29
H -1.84 -2.58 2.85
H -4.27 -2.87 3.22
H -5.69 -0.85 3.68
H -4.70 1.43 3.56
H -2.24 1.69 3.73
*
```

=====

[2]
C24H27F3N4NiO3 | wB97M-V/def2-TZVPD

- ⟨S²⟩: 3.7703
- HOMO level (spin up / spin down): -0.23 / -4.49 eV
- F_max: 3.88 eV Å⁻¹
- Gap between HOMO and LUMO (spin up / spin down): 2.8 / 7.0 eV

ORCA input file:
```
! wB97M-V def2-TZVPD RIJCOSX def2/J DEFGRID3
* xyz -1 4
Ni -0.69 0.65 0.53
C 0.48 -0.94 -2.39
O 1.74 -1.33 -1.85
O -0.20 -0.25 -1.36
C 0.72 -0.16 -3.75
F -0.34 -0.09 -4.57
F 1.05 1.06 -3.53
F 1.63 -0.71 -4.52
C 2.30 -2.53 -2.35
C 3.20 -3.15 -1.25
H 2.59 -3.19 -0.35
H 3.60 -4.16 -1.38
H 4.06 -2.49 -1.13
H 2.94 -2.36 -3.21
H 1.57 -3.29 -2.64
H -0.09 -1.82 -2.70
O -1.29 1.49 2.24
H -1.33 1.89 3.13
N -0.22 2.54 -0.26
C 0.89 2.98 -1.04
C 1.12 4.26 -1.50
C 0.15 5.23 -1.25
C -0.96 4.89 -0.47
C -1.07 3.60 0.02
H 1.58 2.21 -1.34
H 1.90 4.49 -2.22
H 0.30 6.25 -1.56
H -1.62 5.68 -0.11
H -1.88 3.34 0.69
N -2.74 0.60 -0.12
C -3.06 1.02 -1.43
C -4.20 0.75 -2.11
C -5.21 0.01 -1.45
C -4.97 -0.37 -0.14
C -3.77 -0.05 0.47
H -2.26 1.50 -1.98
H -4.33 1.04 -3.15
H -6.17 -0.14 -1.92
H -5.67 -1.04 0.34
H -3.59 -0.28 1.51
N 1.29 0.59 1.39
C 1.84 1.63 2.18
C 2.97 1.40 2.97
C 3.64 0.19 2.87
C 3.26 -0.77 1.98
C 2.07 -0.55 1.29
H 1.23 2.52 2.12
H 3.22 2.19 3.66
H 4.46 0.01 3.55
H 3.83 -1.67 1.85
H 1.73 -1.31 0.61
N -0.82 -1.37 1.71
C -0.95 -2.51 0.97
C -0.65 -3.81 1.47
C -0.19 -3.92 2.77
C -0.19 -2.77 3.58
C -0.41 -1.56 2.99
H -1.34 -2.40 -0.03
H -0.88 -4.69 0.89
H -0.02 -4.91 3.16
H 0.14 -2.78 4.61
H -0.39 -0.61 3.49
*
```

=====

[3]
C24H27F5N2PRu | wB97M-V/def2-TZVPD

- ⟨S²⟩: 6.0324
- HOMO level (spin up / spin down): -17.70 / -17.96 eV
- F_max: 0.33 eV Å⁻¹
- Energy above the lowest of the compared OMol25 structures with the same formula, charge and spin: 0.214 eV
- Gap between HOMO and LUMO (spin up / spin down): 7.3 / 4.7 eV

ORCA input file:
```
! wB97M-V def2-TZVPD RIJCOSX def2/J DEFGRID3
* xyz 3 5
Ru 0.12 0.06 -0.11
N 0.13 0.38 1.98
C -0.74 -0.74 2.46
C -0.36 -2.07 1.77
C -1.47 -2.78 1.00
C -2.08 -1.97 -0.14
N -1.03 -1.44 -1.08
H 1.06 0.32 2.39
H -0.27 1.28 2.27
H -1.77 -0.45 2.24
H -0.66 -0.81 3.55
H 0.07 -2.75 2.50
H 0.50 -1.90 1.08
H -2.28 -3.04 1.68
H -1.08 -3.72 0.62
H -2.65 -1.11 0.22
H -2.78 -2.59 -0.71
H -1.51 -1.05 -1.90
H -0.46 -2.21 -1.43
F -2.46 0.94 -1.09
C -1.47 1.38 -0.30
F -2.01 1.80 0.86
C -0.75 2.55 -1.01
F -1.49 3.57 -1.32
F 0.26 2.95 -0.19
F -0.17 2.03 -2.12
C 3.97 3.94 -2.51
C 3.74 2.83 -3.40
C 3.28 1.62 -2.92
C 3.07 1.47 -1.56
C 3.29 2.60 -0.67
C 3.75 3.81 -1.14
P 2.57 -0.12 -0.80
C 2.67 -1.38 -2.07
C 1.70 -1.40 -3.08
C 1.76 -2.35 -4.08
C 2.77 -3.31 -4.06
C 3.73 -3.30 -3.05
C 3.68 -2.34 -2.05
C 3.81 -0.34 0.47
C 5.12 0.09 0.22
C 6.11 -0.09 1.17
C 5.80 -0.71 2.38
C 4.51 -1.16 2.63
C 3.51 -0.97 1.68
H 4.31 4.88 -2.93
H 3.95 2.97 -4.45
H 3.14 0.78 -3.59
H 3.10 2.47 0.39
H 3.93 4.64 -0.47
H 0.92 -0.64 -3.12
H 1.02 -2.36 -4.87
H 2.82 -4.05 -4.84
H 4.51 -4.05 -3.04
H 4.43 -2.34 -1.27
H 5.39 0.55 -0.73
H 7.12 0.24 0.98
H 6.57 -0.86 3.12
H 4.28 -1.67 3.56
H 2.52 -1.35 1.88
*
```

=====

[4]
C24H27I2MgN2O3S4 | wB97M-V/def2-TZVPD

- HOMO level: -4.11 eV
- F_max: 0.87 eV Å⁻¹
- Energy above the lowest of the compared OMol25 structures with the same formula, charge and spin: 0.789 eV
- Gap between HOMO and LUMO: 6.4 eV

ORCA input file:
```
! wB97M-V def2-TZVPD RIJCOSX def2/J DEFGRID3
* xyz -1 1
Mg -0.28 -0.70 1.36
C 3.05 -4.09 1.20
C 1.86 -3.20 0.93
S 1.09 -2.57 2.37
C 1.47 -3.03 -0.35
C 2.19 -3.70 -1.50
S -0.03 -2.21 -0.76
H 3.23 -4.17 2.26
H 3.95 -3.70 0.72
H 2.89 -5.09 0.79
H 3.27 -3.58 -1.42
H 1.88 -3.27 -2.45
H 1.97 -4.78 -1.53
C 1.58 -2.18 7.91
C 0.73 -1.64 6.79
C 1.26 -0.78 5.84
C 0.47 -0.28 4.81
C -0.86 -0.64 4.74
C -1.41 -1.50 5.68
C -0.62 -1.99 6.70
S -1.91 -0.13 3.41
O -2.00 -1.27 2.48
O -3.17 0.28 3.97
N -1.03 0.95 2.67
C -1.71 1.55 1.60
C -2.65 2.57 1.77
C -3.26 3.09 0.64
C -2.92 2.59 -0.62
C -1.98 1.58 -0.69
N -1.39 1.07 0.39
H 2.64 -2.08 7.67
H 1.37 -3.23 8.08
H 1.40 -1.64 8.84
H 2.31 -0.51 5.88
H 0.90 0.37 4.05
H -2.45 -1.78 5.60
H -1.04 -2.67 7.43
H -2.89 2.91 2.76
H -4.00 3.88 0.73
H -3.37 2.97 -1.52
H -1.67 1.17 -1.64
C 6.96 -1.27 -2.24
C 5.79 -0.59 -1.59
C 5.25 -1.08 -0.40
C 4.14 -0.48 0.18
C 3.60 0.63 -0.44
C 4.10 1.13 -1.63
C 5.21 0.52 -2.19
S 2.13 1.37 0.23
C 2.89 2.36 1.53
O 1.46 0.28 1.00
H 7.30 -2.13 -1.65
H 7.80 -0.59 -2.36
H 6.69 -1.64 -3.23
H 5.69 -1.96 0.06
H 3.67 -0.91 1.06
H 3.60 1.94 -2.14
H 5.59 0.88 -3.14
H 3.50 1.70 2.16
H 2.07 2.78 2.11
H 3.49 3.14 1.09
I 0.59 -0.55 -2.51
I 1.49 1.71 -4.56
*
```

=====

[5]
C24H28AuCl2N4O3S | wB97M-V/def2-TZVPD

- ⟨S²⟩: 2.0083
- HOMO level (spin up / spin down): -16.69 / -16.68 eV
- F_max: 0.42 eV Å⁻¹
- Energy above the lowest of the compared OMol25 structures with the same formula, charge and spin: 0.000 eV
- Gap between HOMO and LUMO (spin up / spin down): 7.7 / 4.3 eV

ORCA input file:
```
! wB97M-V def2-TZVPD RIJCOSX def2/J DEFGRID3
* xyz 3 3
Au 0.36 0.51 -1.31
O -2.91 3.30 -6.68
C -2.59 1.93 -6.77
C -1.83 1.56 -5.53
C -1.41 0.25 -5.31
C -0.73 -0.06 -4.16
N -0.44 0.88 -3.26
C -0.82 2.16 -3.44
C -1.52 2.52 -4.57
C -0.42 3.11 -2.38
C -0.55 4.48 -2.48
C -0.10 5.30 -1.44
C -0.22 6.79 -1.55
O -1.02 7.08 -2.66
C 0.47 4.70 -0.32
C 0.57 3.33 -0.27
N 0.13 2.55 -1.28
H -3.42 3.57 -7.46
H -1.96 1.71 -7.64
H -3.48 1.30 -6.83
H -1.62 -0.54 -6.03
H -0.39 -1.07 -3.95
H -1.85 3.54 -4.73
H -0.99 4.93 -3.35
H 0.80 7.19 -1.66
H -0.62 7.18 -0.61
H -1.20 8.03 -2.69
H 0.84 5.29 0.51
H 1.02 2.82 0.58
C -0.68 -5.16 2.73
C -1.00 -4.26 1.54
C -1.64 -2.95 1.96
N -0.76 -2.14 2.83
C -0.39 -0.92 2.60
S -1.06 -0.08 1.18
N 0.39 -0.17 3.38
C 0.87 -0.50 4.77
O 0.74 0.38 5.55
C 1.48 -1.81 4.97
C 1.46 -2.34 6.26
C 2.11 -3.53 6.52
C 2.79 -4.19 5.50
C 2.83 -3.65 4.22
C 2.17 -2.47 3.94
H -0.32 -6.13 2.39
H -1.57 -5.34 3.34
H 0.10 -4.74 3.37
H -1.71 -4.76 0.89
H -0.10 -4.06 0.94
H -2.56 -3.13 2.51
H -1.89 -2.32 1.10
H -0.42 -2.58 3.69
H 0.34 0.83 3.25
H 0.95 -1.80 7.05
H 2.09 -3.95 7.52
H 3.31 -5.11 5.72
H 3.39 -4.16 3.44
H 2.22 -2.04 2.95
Cl 3.18 -3.69 -1.20
C 2.71 -2.18 -1.87
Cl 0.93 -1.87 -1.36
H 2.69 -2.20 -2.95
H 3.28 -1.36 -1.45
*
```

=====

[6]
C24H28BaNO3 | wB97M-V/def2-TZVPD

- HOMO level: -3.65 eV
- F_max: 2.82 eV Å⁻¹
- Gap between HOMO and LUMO: 5.8 eV

ORCA input file:
```
! wB97M-V def2-TZVPD RIJCOSX def2/J DEFGRID3
* xyz -1 1
C -0.85 1.90 -1.51
C -0.07 0.94 -2.19
C -0.86 -0.22 -2.39
H 0.95 1.09 -2.54
C -2.15 0.04 -1.85
C -2.14 1.35 -1.31
H -3.01 -0.62 -1.93
C 2.40 0.51 1.62
C 2.44 0.79 0.22
C 2.33 -0.43 -0.48
H 2.57 1.78 -0.23
C 2.20 -1.47 0.46
C 2.25 -0.90 1.78
H -0.57 -1.09 -2.97
H -3.00 1.88 -0.88
H -0.53 2.90 -1.24
H 2.21 -1.45 2.72
H 2.37 -0.58 -1.56
H 2.51 1.23 2.43
Ba -0.60 -0.33 0.93
C 1.91 -2.92 0.15
C 2.48 -3.76 1.29
C 2.53 -3.33 -1.19
H 3.55 -3.53 1.39
H 2.37 -4.83 1.10
H 1.99 -3.55 2.25
H 3.60 -3.09 -1.18
H 2.06 -2.84 -2.05
H 2.44 -4.42 -1.31
C 0.35 -3.00 0.03
C -0.25 -4.39 0.06
H -0.01 -2.40 -0.83
H -0.06 -2.64 1.01
O 0.06 -5.12 1.00
N -1.17 -4.78 -0.91
C -2.26 -3.92 -1.41
H -1.46 -5.74 -0.76
C -2.07 -3.63 -2.88
C -3.03 -2.86 -3.56
H -3.94 -2.58 -3.04
C -2.79 -2.47 -4.87
H -3.53 -1.85 -5.39
C -1.62 -2.86 -5.53
H -1.42 -2.53 -6.55
C -0.69 -3.69 -4.87
H 0.21 -4.04 -5.37
C -0.93 -4.08 -3.55
H -0.24 -4.75 -3.02
H -2.32 -2.98 -0.83
H -3.24 -4.43 -1.26
C -1.03 3.45 3.27
C -0.86 2.22 2.44
O -1.22 1.10 2.96
O -0.37 2.33 1.27
H -1.30 3.22 4.30
H -1.80 4.10 2.84
H -0.11 4.04 3.26
*
```

=====

[7]
C24H28Br36ClN4O2P | wB97M-V/def2-TZVPD

- HOMO level: -8.52 eV
- F_max: 3.01 eV Å⁻¹
- Gap between HOMO and LUMO: 8.1 eV

ORCA input file:
```
! wB97M-V def2-TZVPD RIJCOSX def2/J DEFGRID3
* xyz 0 1
N 5.74 0.24 4.76
C 5.82 0.19 3.62
C 5.91 0.15 2.18
C 4.59 -0.38 1.50
Cl 3.81 0.88 0.45
C 5.00 -1.43 0.56
N 5.36 -2.32 -0.06
C 3.60 -1.02 2.46
C 2.22 -1.27 1.83
C 1.22 -0.24 2.37
C 0.01 -0.01 1.45
N -0.31 1.42 1.41
C -0.27 2.25 0.34
C -0.64 3.51 0.79
C -0.87 3.41 2.18
C -0.67 2.09 2.54
P 6.57 1.81 1.67
N 7.89 2.00 2.44
O 5.54 2.98 2.05
O 6.87 1.79 0.09
H 6.71 -0.53 1.92
H 3.45 -0.45 3.37
H 3.98 -2.00 2.75
H 2.26 -1.26 0.75
H 1.87 -2.25 2.13
H 1.76 0.71 2.40
H 0.96 -0.48 3.39
H -0.86 -0.51 1.91
H 0.14 -0.42 0.46
H 0.01 1.91 -0.64
H -0.69 4.41 0.20
H -1.14 4.19 2.86
H -0.74 1.62 3.50
H 7.84 2.83 3.01
H 5.25 3.39 1.23
H 6.46 1.03 -0.35
C -5.19 2.77 -0.05
Br -5.71 2.58 -1.90
Br -5.91 1.35 1.03
Br -3.27 2.93 0.15
H -5.64 3.69 0.30
C -8.00 6.33 -2.10
Br -7.76 6.01 -0.21
Br -6.33 6.67 -2.98
Br -8.98 4.91 -2.95
H -8.60 7.23 -2.19
C 2.75 -4.14 -1.75
Br 2.12 -5.69 -2.68
Br 2.65 -2.54 -2.83
Br 1.81 -3.91 -0.08
H 3.79 -4.30 -1.51
C -11.55 4.01 0.07
Br -9.89 3.05 0.22
Br -12.95 2.91 -0.65
Br -12.06 4.81 1.75
H -11.39 4.82 -0.63
C 5.95 -3.92 -4.56
Br 6.31 -4.46 -2.74
Br 7.58 -3.68 -5.55
Br 4.75 -5.12 -5.45
H 5.46 -2.95 -4.51
C 4.32 -7.92 0.11
Br 4.77 -6.21 0.87
Br 2.47 -8.38 0.41
Br 4.78 -7.99 -1.75
H 4.91 -8.66 0.62
C 7.41 -4.38 -9.93
Br 6.21 -5.74 -9.28
Br 6.81 -2.62 -9.46
Br 9.22 -4.69 -9.35
H 7.40 -4.44 -11.01
C -5.66 10.28 -1.79
Br -5.86 10.40 0.12
Br -7.32 10.66 -2.69
Br -4.23 11.40 -2.43
H -5.40 9.26 -2.02
C -0.91 -3.74 3.15
Br -2.19 -5.10 3.59
Br -1.52 -1.99 3.67
Br 0.85 -4.12 3.84
H -0.82 -3.73 2.07
C 4.33 -12.17 1.80
Br 4.81 -10.51 2.64
Br 2.46 -12.57 2.03
Br 4.84 -12.18 -0.06
H 4.89 -12.96 2.29
C -9.74 11.20 1.87
Br -8.97 9.47 1.52
Br -8.41 12.49 2.37
Br -10.80 11.81 0.38
H -10.41 11.09 2.71
C -4.56 -3.91 0.52
Br -5.57 -5.48 0.07
Br -2.76 -4.00 -0.17
Br -5.45 -2.29 -0.04
H -4.48 -3.87 1.59
*
```

=====

> Look up the F_max of the seventh one.

3.01 eV Å⁻¹